No. 1
The following is a DFT calculation (ωB97M-V with the def2-TZVPD basis set) of a molecular structure, C14H17BrCrN2O3PSSbSe4.

Values from the calculation:
**Gap between HOMO and LUMO (alpha / beta)**: 3.564 / 3.563 eV
**HOMO energy (alpha / beta)**: 0.23 / 0.23 eV
**Max |F|**: 9.0 eV Å⁻¹
**Total charge**: -2
**2S+1**: 1

XYZ file:
```
45
Properties=species:S:1:pos:R:3:forces:R:3:nbo_charge:R:1
Cr 0.39561 0.23214 -0.85357 -2.12 0.29 3.79 -0.33
Se 0.11572 2.73971 -5.06598 -1.44 -0.14 0.79 -0.74
Sb 0.32508 1.43508 -2.88304 3.15 2.14 -3.90 0.91
Se 0.17311 2.18097 -0.18110 -0.49 5.32 1.89 -0.31
Se -0.20175 -0.88023 -2.49164 -3.04 -4.20 -7.41 -0.26
Se 2.77937 1.33195 -3.28431 0.39 -0.25 0.21 -0.94
C -4.64392 0.91163 -0.65760 0.04 0.18 -0.35 -0.99
P -3.04991 1.14264 -1.50170 1.01 -0.27 0.22 1.96
C -3.18490 0.61684 -3.25558 0.86 0.31 -0.06 -1.04
C -2.74882 2.94188 -1.75747 0.53 -0.27 -0.44 -1.05
O -2.05262 0.37802 -0.66987 -1.25 0.46 -0.32 -1.10
H -5.44547 1.35663 -1.23575 -0.36 0.09 -0.03 0.21
H -4.58713 1.37336 0.32973 0.05 0.00 -0.09 0.24
H -4.81131 -0.16060 -0.53671 0.05 0.09 -0.06 0.24
H -4.16040 0.90033 -3.64979 -0.06 0.12 -0.14 0.21
H -3.01164 -0.46244 -3.36604 -0.10 0.38 0.11 0.26
H -2.35560 1.17376 -3.81740 -1.24 -0.84 0.53 0.29
H -3.70664 3.44971 -1.84571 -0.18 0.13 -0.19 0.21
H -2.16335 3.03553 -2.72807 -0.73 0.11 1.15 0.28
H -2.14592 3.38763 -0.95002 -0.31 -0.36 -0.29 0.29
S -0.18719 -1.65803 0.14634 0.42 -2.16 0.82 0.02
C 1.23765 -2.50981 -0.35777 -3.16 -0.39 2.34 0.31
N 1.57720 -3.62653 0.38869 2.99 0.39 -0.48 -0.55
C 2.92872 -3.99710 0.28311 -1.71 0.28 -0.08 0.10
C 3.67127 -3.53784 -0.75777 0.66 -0.72 0.15 -0.34
C 3.12406 -2.60771 -1.65055 -2.66 1.33 1.17 0.16
N 1.92142 -2.06394 -1.36183 3.77 -1.48 -1.80 -0.45
H 1.13673 -3.69495 1.29986 -0.10 -0.04 -0.30 0.43
H 3.29128 -4.63132 1.07402 0.15 -0.18 -0.05 0.20
H 4.69991 -3.84724 -0.86480 0.07 -0.07 0.09 0.22
H 3.62240 -2.15204 -2.49279 0.21 -0.08 -0.16 0.24
Br -0.21343 1.51696 6.48535 -0.02 0.08 0.12 -0.02
C 0.52025 1.08564 4.77759 0.06 -0.05 0.03 -0.07
C 1.89012 0.92188 4.65445 -0.11 0.24 0.56 -0.28
C 2.41553 0.54046 3.44241 -0.28 -0.03 -0.59 -0.17
C 1.58333 0.32932 2.34060 0.25 -0.15 0.63 -0.05
C 0.21182 0.52039 2.49457 -0.77 -0.37 -0.58 -0.17
C -0.33234 0.89027 3.71014 0.28 0.09 0.34 -0.26
C 2.26210 -0.29019 1.15067 -0.54 0.45 -1.83 0.75
O 3.11801 -1.14970 1.34842 0.49 -0.30 0.43 -0.72
O 1.91272 0.08338 -0.03757 4.39 -0.32 3.11 -0.62
H 2.53683 1.07269 5.50529 0.02 0.05 0.12 0.21
H 3.47810 0.38207 3.31718 -0.01 -0.05 0.07 0.22
H -0.52446 0.33861 1.69445 0.86 0.15 0.43 0.26
H -1.40154 1.00018 3.81157 -0.04 0.03 0.06 0.22
```
Positions in Å, forces in eV/Å.

No. 2
The following is a DFT calculation (ωB97M-V with the def2-TZVPD basis set) of a molecular structure, C14H17CoI2LuNO4S.

Values from the calculation:
**Gap between HOMO and LUMO (alpha / beta)**: 6.491 / 5.372 eV
**⟨S²⟩**: 6.04
**HOMO energy (alpha / beta)**: -21.89 / -22.59 eV
**Max |F|**: 7.5 eV Å⁻¹
**Total charge**: +4
**2S+1**: 5
**Relative energy (zero: lowest compared OMol25 entry of this formula, charge and spin)**: 0.00 kcal per mole

XYZ file:
```
41
Properties=species:S:1:pos:R:3:forces:R:3:nbo_charge:R:1
I 1.56644 -3.73986 0.04839 0.83 -1.04 -0.19 0.52
I 1.49349 3.60620 0.12443 0.55 0.31 -0.40 0.56
Co -0.02403 1.57590 -0.10094 2.44 0.33 0.71 0.36
Lu 0.10321 -1.35287 0.37989 0.71 0.55 1.11 1.31
S 1.16118 0.23994 -1.36848 -0.32 -0.27 -0.20 -0.34
C -1.67871 -2.07335 -0.97318 -4.88 -2.32 -4.53 0.43
C -1.30426 -3.00543 1.64034 -2.91 -3.66 3.70 0.46
C 0.72544 0.00894 -3.27743 -0.11 -0.05 -1.14 0.09
C 1.56826 1.06510 -3.98743 0.32 0.18 0.45 -0.67
C -0.77181 0.22503 -3.45008 -0.20 0.11 0.22 -0.66
C 1.13459 -1.40162 -3.69243 0.36 -0.12 0.63 -0.66
C -0.73965 2.39108 1.29186 -3.75 4.03 5.12 0.53
C -1.49876 1.96776 -0.93102 -5.73 2.64 -4.03 0.57
O -1.88739 -3.72564 2.33149 2.62 3.21 -3.19 -0.25
O -2.48325 -2.49140 -1.69270 3.76 1.92 3.50 -0.22
O -1.26826 3.03587 2.11716 2.66 -3.33 -3.77 -0.32
O -2.40491 2.45087 -1.47575 3.88 -2.27 2.47 -0.28
H 1.31235 1.07874 -5.05578 -0.04 -0.08 0.23 0.29
H 2.64139 0.84906 -3.89472 -0.28 0.02 -0.11 0.25
H 1.38799 2.06724 -3.57395 -0.06 -0.19 -0.25 0.22
H -1.11614 -0.30283 -4.35068 0.16 0.28 0.11 0.29
H -1.01540 1.28966 -3.54762 -0.01 -0.25 -0.04 0.24
H -1.33875 -0.19768 -2.60923 0.02 0.11 -0.29 0.17
H 0.92566 -1.54024 -4.76466 0.05 0.16 0.32 0.30
H 0.57398 -2.16563 -3.14042 -0.10 -0.01 -0.13 0.19
H 2.20333 -1.58130 -3.52564 -0.16 0.06 -0.15 0.25
C -2.45773 -0.20290 2.82122 -0.19 -0.11 -0.18 -0.70
C -1.03633 -0.15567 3.20014 0.29 -0.12 -0.11 0.34
C -0.49735 -0.06825 4.49022 1.49 0.37 0.54 -0.18
C 0.89140 0.13694 4.35050 -1.32 -0.06 0.87 -0.17
C 1.16741 0.16113 2.97383 -0.46 -0.02 0.04 0.33
C 2.42113 0.51053 2.29543 0.33 -0.27 -0.42 -0.69
N 0.00260 -0.10807 2.27241 -0.20 -0.10 -1.44 -0.84
H -2.60677 -0.33117 1.74164 0.00 0.00 -0.01 0.21
H -2.93756 0.74944 3.09595 -0.03 -0.19 0.05 0.32
H -3.00435 -0.99911 3.34705 0.08 0.24 0.01 0.31
H -1.08214 -0.10976 5.40084 0.16 0.02 0.04 0.30
H 1.62480 0.30047 5.13344 -0.17 -0.06 -0.02 0.30
H 2.66273 1.57347 2.48091 0.13 -0.43 0.10 0.30
H 3.23816 -0.12201 2.68430 -0.05 0.42 -0.15 0.31
H 2.34801 0.39144 1.19071 0.16 -0.02 0.54 0.21
```
Positions in Å, forces in eV/Å.

No. 3
The following is a DFT calculation (ωB97M-V with the def2-TZVPD basis set) of a molecular structure, C14H17FeN3Se.

Values from the calculation:
**Gap between HOMO and LUMO (alpha / beta)**: 5.915 / 6.192 eV
**⟨S²⟩**: 6.03
**HOMO energy (alpha / beta)**: -7.03 / -7.47 eV
**Max |F|**: 4.6 eV Å⁻¹
**Total charge**: 0
**2S+1**: 5
**Relative energy (zero: lowest compared OMol25 entry of this formula, charge and spin)**: 0.00 kcal per mole

XYZ file:
```
36
Properties=species:S:1:pos:R:3:forces:R:3:nbo_charge:R:1
C 2.16847 -0.87971 4.31064 0.15 -0.29 0.40 -0.61
C 0.98696 -1.78505 4.64725 0.06 -0.28 0.44 -0.61
H 2.97823 -1.47565 3.87499 -0.11 0.23 -0.15 0.20
H 2.56235 -0.46217 5.24528 0.00 0.10 -0.24 0.20
H 1.90109 -0.06041 3.64165 0.12 -0.08 0.06 0.21
H 0.43440 -2.12590 3.77296 0.09 0.07 0.09 0.21
H 1.34730 -2.67023 5.18248 -0.01 0.03 -0.07 0.19
H 0.29009 -1.29534 5.33516 -0.04 0.05 -0.27 0.20
C 2.10320 1.26668 -1.67916 -0.67 -0.32 -0.54 0.08
C 2.62034 1.42416 -2.97869 -0.03 0.10 0.26 -0.24
C 1.88611 0.99808 -4.08907 -0.10 -0.15 0.63 -0.15
C 0.62516 0.45750 -3.86265 -0.13 -0.13 0.40 -0.22
H 2.62794 1.67868 -0.80506 -0.26 -0.45 -0.40 0.23
H 3.59423 1.89968 -3.10426 -0.31 -0.16 0.05 0.24
H 2.26998 1.07403 -5.10408 -0.01 0.11 0.27 0.23
H -0.02672 0.12773 -4.67006 0.43 0.25 0.07 0.22
N 0.91096 0.65867 -1.45242 0.64 0.55 -1.56 -0.51
C 0.16241 0.31151 -2.55176 1.70 0.80 0.57 0.17
C -1.16726 -0.17160 -2.23913 -1.44 -0.77 1.20 0.16
N -1.48212 -0.15110 -0.90280 -1.58 -0.45 -1.66 -0.51
C -2.69907 -0.61941 -0.53287 0.50 -0.01 -0.71 0.08
C -3.27240 -1.20032 -2.82854 0.55 0.29 0.66 -0.15
C -3.59143 -1.17186 -1.46280 0.06 0.15 -0.08 -0.24
H -2.93375 -0.56033 0.53811 0.17 -0.06 -0.55 0.24
H -4.54253 -1.56062 -1.11113 0.16 0.05 -0.04 0.23
C -2.04695 -0.65871 -3.21339 0.16 -0.10 0.62 -0.21
H -1.71904 -0.65010 -4.24224 -0.27 -0.11 -0.02 0.22
H -3.92544 -1.64884 -3.57418 0.01 0.16 0.27 0.23
Fe -0.10844 0.53931 0.47934 0.08 -0.90 -0.60 1.33
C -0.66902 -0.39375 2.11058 -0.19 -1.05 0.74 -1.23
H -0.74490 -1.48752 2.01828 -0.02 0.12 0.22 0.19
H -1.64854 -0.02562 2.45389 0.13 0.04 -0.13 0.21
H 0.04783 -0.15550 2.90560 -0.29 -0.10 -0.20 0.21
Se 0.60247 5.11963 1.46351 0.08 0.61 0.19 -0.17
C 0.31536 3.41254 1.30464 -0.32 -2.82 -0.67 0.16
N 0.14275 2.24156 1.11991 0.69 4.51 0.76 -0.81
```
Positions in Å, forces in eV/Å.

No. 4
The following is a DFT calculation (ωB97M-V with the def2-TZVPD basis set) of a single C14H17N3O2 molecule.

Values from the calculation:
**Gap between HOMO and LUMO**: 8.566 eV
**HOMO energy**: -7.79 eV
**SMILES string**: CCOC(=O)CCn1nc(-c2ccccc2)cc1N
**Max |F|**: 1.1 eV Å⁻¹
**Total charge**: 0
**2S+1**: 1
**Relative energy (zero: lowest compared OMol25 entry of this formula, charge and spin)**: 24.11 kcal per mole

XYZ file:
```
36
Properties=species:S:1:pos:R:3:forces:R:3:nbo_charge:R:1
C 0.90874 -2.65700 -5.45199 -0.11 0.26 0.37 -0.62
C -0.04673 -1.81245 -4.62889 -0.33 -0.11 -0.51 -0.08
O 0.68869 -1.16603 -3.58413 0.33 -0.22 0.03 -0.50
C 0.27244 0.02474 -3.17623 0.11 0.19 0.22 0.82
O -0.68788 0.60269 -3.62481 -0.08 0.03 -0.12 -0.64
C 1.17779 0.58118 -2.09839 -0.28 0.12 0.07 -0.52
C 0.47311 1.63773 -1.23652 0.28 0.02 -0.42 -0.22
N -0.18295 1.07774 -0.08954 -0.69 -0.29 0.06 -0.19
N 0.40178 1.19855 1.11223 0.47 0.12 0.75 -0.30
C -0.40722 0.61369 1.98667 -0.14 0.09 -1.05 0.12
C -0.08327 0.57170 3.40376 0.22 0.04 0.53 0.01
C -0.90880 -0.07538 4.32120 0.08 0.08 -0.20 -0.21
C -0.58207 -0.09718 5.66417 -0.02 -0.03 0.15 -0.21
C 0.57083 0.52431 6.11356 0.00 -0.02 0.09 -0.22
C 1.39935 1.16918 5.20869 0.06 0.02 0.06 -0.21
C 1.07678 1.19334 3.86665 -0.10 -0.05 -0.09 -0.20
C -1.54306 0.09687 1.32775 0.06 0.07 -0.12 -0.40
C -1.36273 0.41097 -0.00451 0.19 0.00 0.44 0.34
N -2.12379 0.07084 -1.09894 -0.12 0.00 -0.26 -0.82
H 1.40735 -3.38284 -4.81563 0.07 -0.12 0.00 0.21
H 1.66227 -2.02888 -5.91990 0.07 0.03 -0.07 0.21
H 0.35573 -3.18212 -6.22524 -0.04 -0.07 -0.08 0.22
H -0.81755 -2.43460 -4.16156 0.07 0.14 -0.04 0.19
H -0.53677 -1.04730 -5.24007 0.06 -0.18 0.13 0.20
H 1.55232 -0.23689 -1.48355 0.07 0.06 -0.01 0.25
H 2.02991 1.03597 -2.60800 0.02 -0.04 -0.04 0.24
H -0.24838 2.18019 -1.85763 0.12 0.00 0.13 0.22
H 1.20616 2.34157 -0.83861 -0.17 -0.07 -0.06 0.24
H -1.80962 -0.56519 3.98373 -0.09 -0.05 -0.05 0.20
H -1.23088 -0.60228 6.36592 -0.04 -0.03 0.04 0.21
H 0.82245 0.50608 7.16419 0.02 0.00 0.07 0.21
H 2.30038 1.65533 5.55516 0.06 0.03 0.01 0.21
H 1.71035 1.69130 3.14957 0.08 0.06 -0.04 0.23
H -2.37603 -0.42634 1.74903 -0.19 -0.14 0.06 0.22
H -3.09779 -0.08158 -0.89007 0.06 0.04 -0.03 0.39
H -1.97091 0.61210 -1.93808 -0.07 -0.02 -0.04 0.41
```
Positions in Å, forces in eV/Å.

No. 5
The following is a DFT calculation (ωB97M-V with the def2-TZVPD basis set) of a molecular structure, C14H17N3Sn.

Values from the calculation:
**Gap between HOMO and LUMO (alpha / beta)**: 7.226 / 7.212 eV
**HOMO energy (alpha / beta)**: -16.23 / -16.24 eV
**Max |F|**: 3.0 eV Å⁻¹
**Total charge**: +2
**2S+1**: 1
**Relative energy (zero: lowest compared OMol25 entry of this formula, charge and spin)**: 7.46 kcal per mole

XYZ file:
```
35
Properties=species:S:1:pos:R:3:forces:R:3:nbo_charge:R:1
C -0.09939 1.88953 3.43299 -0.60 0.82 -0.17 -0.73
C -0.30384 -1.89137 2.97549 0.93 -0.23 -2.43 -0.50
H 0.79337 2.27320 2.94115 -0.01 0.08 -0.12 0.26
H -0.62513 2.71993 3.88977 0.07 0.44 0.14 0.30
H -0.87179 1.54224 2.69478 0.65 -0.15 0.76 0.21
H 0.46866 -2.27304 2.29451 -0.52 -0.62 0.51 0.19
H -0.06525 -2.13442 4.00302 0.11 1.26 0.32 0.28
H -1.33335 -2.02417 2.65751 -0.01 -0.04 0.10 0.21
C 0.54611 2.58441 -0.48960 0.02 -0.23 -0.26 0.08
C 0.87002 3.39965 -1.55523 0.12 0.12 -0.21 -0.20
C 1.10764 2.83326 -2.80943 -0.19 -0.15 0.48 -0.09
C 1.00471 1.45209 -2.94115 -0.12 -0.40 0.42 -0.17
H 0.34327 2.97760 0.49735 0.01 0.12 -0.04 0.22
H 0.93063 4.46841 -1.39907 0.01 -0.03 -0.04 0.27
H 1.35435 3.46171 -3.65978 -0.04 -0.13 0.10 0.27
H 1.13673 0.96713 -3.89920 0.13 0.18 0.03 0.25
N 0.45972 1.25329 -0.62827 -0.01 -0.57 0.53 -0.53
C 0.69930 0.65952 -1.82518 0.01 1.91 -0.13 0.14
C 0.57707 -0.78095 -1.87923 -0.52 -1.96 -0.04 0.25
N 0.28145 -1.39888 -0.70912 -0.02 0.59 0.54 -0.59
C 0.12691 -2.72494 -0.60124 0.13 0.26 -0.72 0.07
C 0.51355 -2.93343 -2.95306 -0.19 -0.09 0.42 -0.09
C 0.23654 -3.52914 -1.71791 0.12 0.03 0.04 -0.20
H -0.08823 -3.09168 0.39200 -0.07 -0.27 -0.11 0.22
H 0.09923 -4.59480 -1.59093 0.06 0.01 -0.24 0.27
C 0.66785 -1.55333 -3.04286 0.04 0.36 0.54 -0.19
H 0.83149 -1.05562 -3.98955 0.09 -0.26 0.00 0.25
H 0.58468 -3.55732 -3.83330 0.02 0.07 -0.07 0.27
Sn -0.30001 -0.14712 1.01692 -0.67 -0.57 0.20 1.55
C -2.46408 0.02060 0.79988 0.66 0.21 -0.23 -1.06
H -2.89595 -0.97582 0.70626 0.09 0.00 -0.05 0.26
H -2.68706 0.62133 -0.07889 -0.13 -0.05 -0.02 0.25
H -2.85597 0.50297 1.69198 0.00 0.01 0.05 0.26
N 0.66193 0.08288 5.14745 -0.88 2.08 -1.37 -0.26
C 0.29485 0.95624 4.46192 0.72 -2.76 1.07 0.27
```
Positions in Å, forces in eV/Å.

No. 6
The following is a DFT calculation (ωB97M-V with the def2-TZVPD basis set) of a molecular structure, C14H17N5O3S7V.

Values from the calculation:
**Gap between HOMO and LUMO (alpha / beta)**: 6.159 / 6.319 eV
**⟨S²⟩**: 3.78
**HOMO energy (alpha / beta)**: -6.49 / -6.84 eV
**Max |F|**: 3.1 eV Å⁻¹
**Total charge**: 0
**2S+1**: 4
**Relative energy (zero: lowest compared OMol25 entry of this formula, charge and spin)**: 16.72 kcal per mole

XYZ file:
```
47
Properties=species:S:1:pos:R:3:forces:R:3:nbo_charge:R:1
V 0.49684 0.57385 0.80618 1.25 1.82 2.23 0.70
O -1.75334 6.83338 -0.48348 -0.23 0.60 -0.06 -0.57
C -1.36816 5.71827 -0.30320 0.26 -0.36 -0.01 0.20
S -2.36633 4.42742 0.37399 0.06 -0.23 0.02 0.32
C -1.14763 3.16101 0.29712 0.33 0.86 -0.49 -0.40
C 0.06470 3.50662 -0.18661 -0.95 0.56 0.08 -0.41
S 1.35964 2.38734 -0.33883 1.08 0.43 -0.37 -0.30
S 0.27864 5.18153 -0.68604 0.01 -0.23 0.06 0.32
S -1.56259 1.56692 0.78804 -1.31 0.05 0.23 -0.28
O 1.11210 1.58247 -3.52308 -0.12 0.14 -0.31 -0.72
C 1.74393 0.40171 -3.95769 0.28 -0.09 0.07 0.09
N 0.78747 -0.43939 -4.60991 0.12 0.37 -0.30 -0.62
C -0.06818 -1.35674 -4.08465 0.09 -0.04 0.02 0.67
O -0.83101 -1.97393 -4.79690 -0.21 -0.20 -0.07 -0.59
C -0.00701 -1.62778 -2.61737 -0.06 -0.26 0.31 -0.18
C -0.11738 -2.94753 -2.16818 -0.02 0.37 0.25 -0.11
C -0.10499 -3.17897 -0.80241 -0.02 0.03 -0.26 -0.20
C 0.04741 -2.10859 0.05713 -0.07 -0.26 0.02 0.05
N 0.12544 -0.84128 -0.36770 -0.53 -2.64 -1.62 -0.55
C 0.06537 -0.60946 -1.68371 -0.17 0.09 -0.63 0.04
H 1.75716 2.18461 -3.13042 -0.08 -0.07 0.17 0.49
H 2.18732 -0.14227 -3.10741 -0.06 0.06 -0.24 0.16
H 2.53533 0.63348 -4.68676 -0.14 -0.12 0.20 0.18
H 0.57624 -0.22216 -5.57528 0.05 -0.07 0.09 0.41
H -0.22845 -3.75062 -2.87972 0.01 -0.05 -0.10 0.24
H -0.18933 -4.17484 -0.39797 0.02 -0.09 0.02 0.22
H 0.10004 -2.25678 1.12988 0.11 0.01 -0.24 0.22
H 0.05058 0.43408 -1.98713 0.12 -0.14 0.07 0.26
S 0.42526 -0.13759 3.13408 0.59 -0.28 0.52 -0.13
C -1.17567 -0.58058 3.18593 -1.17 0.26 0.67 -0.03
N -2.18593 0.25146 3.51577 0.78 -0.66 -0.33 -0.56
C -3.51181 -0.24536 3.21746 -0.50 -0.06 -0.11 -0.23
C -3.45514 -1.75682 3.39338 0.22 -0.21 0.09 -0.52
S -1.74236 -2.22339 2.96333 -0.12 0.45 0.03 0.33
H -2.01805 1.24632 3.40413 0.17 -0.06 -0.07 0.45
H -3.78405 0.01480 2.18535 0.05 0.04 0.18 0.22
H -4.23024 0.19529 3.90992 -0.02 0.00 -0.13 0.22
H -4.13847 -2.28031 2.73006 -0.05 0.05 0.04 0.25
H -3.62871 -2.06603 4.42455 -0.05 0.07 -0.07 0.23
N 3.59374 -0.92306 2.70064 -0.24 0.40 0.03 -0.77
C 3.18569 -1.09066 1.42868 0.48 -0.61 -0.07 0.27
N 2.82752 0.05735 0.75280 -0.10 0.70 0.17 -0.84
S 3.14208 -2.54939 0.67090 0.07 -0.31 -0.06 -0.19
H 3.37775 -0.05518 3.16838 0.07 -0.04 0.07 0.39
H 3.65731 -1.74107 3.28551 0.00 0.00 -0.16 0.42
H 3.21032 0.93464 1.10953 -0.10 -0.19 -0.21 0.41
H 2.90695 -0.01280 -0.25830 0.09 -0.11 0.27 0.43
```
Positions in Å, forces in eV/Å.